No. 1
# C2H8N2

2 unconnected molecules or ions with the total composition C2H8N2 (ωB97M-V/def2-TZVPD, the Open Molecules 2025 dataset).

Structure (XYZ):
```
12
Properties=species:S:1:pos:R:3:forces:R:3:mulliken_charge:R:1
C -0.638 -0.059 1.789 0.336 0.566 -0.082 -0.20
N -1.127 -0.453 0.694 -0.275 0.355 0.395 -0.40
C -1.366 0.628 -0.263 -0.037 -0.357 -0.845 -0.81
H -0.293 0.987 1.912 -0.215 -0.273 0.108 0.21
H -0.519 -0.696 2.661 0.034 -0.329 -0.251 0.26
H -1.255 0.275 -1.302 -0.336 -0.091 0.465 0.25
H -2.383 1.022 -0.110 0.333 -0.237 -0.177 0.32
H -0.653 1.440 -0.182 0.207 0.376 0.358 0.37
N 2.109 -0.466 -1.382 -0.272 -0.719 0.172 -0.66
H 1.807 -1.083 -2.135 0.078 0.238 -0.172 0.23
H 2.922 -0.952 -1.007 0.144 0.206 -0.021 0.23
H 1.396 -0.643 -0.674 0.004 0.265 0.051 0.20
```
Positions in Å, forces in eV/Å.

- SMILES = C=NC.N
- orbital gap (eV) = 11.09
- HOMO (eV) = -9.9852
- molar mass (g/mol) = 60.10
- LUMO energy (eV) = 1.108

***

No. 2
# FH2N2O

2 unconnected molecules or ions with the total composition FH2N2O (ωB97M-V/def2-TZVPD, the Open Molecules 2025 dataset).

Structure (XYZ):
```
6
Properties=species:S:1:pos:R:3:forces:R:3:mulliken_charge:R:1
N -0.015 0.634 -0.180 -2.149 -0.162 -2.830 -0.63
N -1.646 0.385 -0.521 -0.084 2.960 3.155 0.21
O -2.253 0.978 0.352 1.033 -1.753 -2.420 -0.36
F -1.926 -1.588 -0.057 0.391 0.051 0.069 -0.77
H 0.015 0.087 0.626 0.116 -1.142 1.947 0.27
H 0.236 -0.040 -0.904 0.691 0.046 0.080 0.29
```
Positions in Å, forces in eV/Å.

- orbital gap (eV) = 9.08
- total charge = -1
- HOMO (eV) = -3.8160
- molar mass (g/mol) = 65.03
- LUMO energy (eV) = 5.268

***

No. 3
# C30H30O10

5 unconnected molecules or ions with the total composition C30H30O10 (ωB97M-V/def2-TZVPD, the Open Molecules 2025 dataset).

Structure (XYZ):
```
70
Properties=species:S:1:pos:R:3:forces:R:3:mulliken_charge:R:1
O -2.950 -10.083 9.278 1.524 -0.926 -0.749 -0.55
C -2.113 -10.581 10.273 -0.001 0.160 -0.764 0.59
C -0.742 -10.813 10.092 -1.351 0.524 0.761 -0.74
C 0.015 -11.085 11.214 0.827 0.032 -1.415 -0.44
C -0.514 -11.082 12.440 -1.439 -0.076 2.961 0.51
O 0.325 -11.207 13.563 -0.645 0.025 -0.375 -0.68
C -1.891 -10.895 12.640 0.993 -0.417 -1.563 -0.30
C -2.696 -10.740 11.512 0.646 0.778 1.394 -0.87
H -2.440 -10.244 8.450 -0.878 0.402 0.583 0.30
H -0.228 -10.594 9.186 0.058 -0.135 -0.784 0.36
H 1.062 -11.221 11.116 0.865 -0.141 -0.125 0.50
H -0.229 -11.447 14.324 0.292 0.003 -0.240 0.21
H -2.273 -10.846 13.629 -0.467 -0.047 0.697 0.54
H -3.711 -10.444 11.680 -0.573 -0.148 -0.276 0.46
O 2.625 -12.688 13.446 0.329 -0.784 1.568 -0.58
C 2.721 -13.311 14.712 -0.154 0.356 -1.668 -0.04
C 3.156 -14.639 14.773 0.441 -0.305 -3.026 -0.17
C 3.246 -15.293 15.940 -0.042 -0.255 1.779 -0.56
C 2.852 -14.658 17.128 0.758 -1.116 0.713 0.54
O 2.968 -15.256 18.354 -0.286 -1.872 0.299 -0.64
C 2.493 -13.352 17.144 -0.341 0.961 -0.815 -0.53
C 2.439 -12.692 15.900 -0.663 2.420 1.293 -0.09
H 1.950 -11.985 13.490 0.043 -0.226 0.130 0.37
H 3.484 -15.216 13.854 -0.548 1.149 0.955 0.34
H 3.718 -16.258 15.975 -0.151 -0.398 0.113 0.48
H 2.810 -16.243 18.303 0.230 1.577 -0.131 0.22
H 2.257 -12.850 18.095 0.148 -0.233 -0.621 0.45
H 2.178 -11.590 15.977 0.271 -1.419 -0.590 0.35
O -0.801 -14.826 11.164 -1.025 -0.439 0.972 -0.44
C -0.058 -15.966 11.099 0.076 0.513 0.290 0.34
C -0.500 -17.150 11.660 -2.277 0.070 -0.154 -0.03
C 0.242 -18.289 11.483 1.331 -1.815 1.230 -0.68
C 1.582 -18.163 11.065 -1.112 0.437 -0.544 0.79
O 2.522 -19.120 10.882 0.476 -1.153 0.209 -0.56
C 2.041 -16.941 10.590 0.783 -0.514 -0.187 -0.61
C 1.206 -15.867 10.526 -0.405 0.380 0.342 -0.54
H -1.506 -15.034 11.829 0.429 0.871 -0.852 0.16
H -1.556 -17.266 12.110 1.811 0.472 -0.744 0.21
H -0.201 -19.241 11.880 0.750 0.788 -0.568 0.20
H 2.282 -19.987 11.210 -0.353 -0.093 0.164 0.31
H 3.093 -16.969 10.262 -0.681 0.430 -0.021 0.41
H 1.492 -14.916 10.112 0.196 0.195 -0.036 0.44
O -1.402 -13.742 18.450 1.693 -0.277 2.449 -0.63
C -1.693 -13.829 17.163 -0.517 -0.757 -0.834 -0.16
C -0.768 -14.266 16.248 1.581 0.196 -0.691 0.65
C -1.116 -14.310 14.897 1.020 -0.225 -0.620 -0.69
C -2.411 -14.037 14.570 -2.149 0.263 -0.649 0.78
O -2.775 -14.080 13.235 -0.686 0.269 -0.204 -0.47
C -3.418 -13.770 15.518 1.625 0.097 1.043 -1.22
C -3.029 -13.647 16.846 -0.008 -0.032 -0.708 -0.47
H -0.511 -14.133 18.601 -0.772 0.552 -0.025 0.40
H 0.276 -14.522 16.571 -1.163 0.348 -0.372 0.06
H -0.410 -14.542 14.052 -0.605 0.173 1.194 0.48
H -3.651 -13.643 13.130 0.993 -0.513 0.025 0.27
H -4.451 -13.646 15.305 -0.687 0.034 -0.666 0.48
H -3.700 -13.474 17.678 -0.185 0.126 -0.238 0.49
O 0.270 -18.508 14.779 -1.005 -0.325 0.879 -0.49
C 0.317 -18.187 16.130 0.960 -0.088 -0.615 0.07
C 1.313 -18.585 17.019 0.664 0.019 0.818 -0.36
C 1.250 -18.156 18.357 -0.851 0.590 -0.174 -1.11
C 0.230 -17.298 18.775 -0.573 -0.569 0.306 1.03
O 0.176 -16.988 20.122 -0.026 0.140 -0.567 -0.60
C -0.758 -16.920 17.878 -0.780 0.666 -0.304 -0.48
C -0.693 -17.371 16.569 0.018 0.035 0.228 -0.52
H 1.096 -18.438 14.325 1.007 0.132 -0.161 0.28
H 2.185 -19.186 16.743 -0.522 0.031 -0.222 0.43
H 1.866 -18.462 19.187 0.666 -0.391 -0.326 0.51
H -0.687 -16.596 20.310 0.173 -0.019 -0.001 0.34
H -1.590 -16.213 18.102 0.788 -0.764 0.273 0.45
H -1.373 -17.059 15.804 -0.542 0.261 -0.043 0.53
```
Positions in Å, forces in eV/Å.

- SMILES = Oc1ccc(O)cc1.Oc1ccc(O)cc1.Oc1ccc(O)cc1.Oc1ccc(O)cc1.Oc1ccc(O)cc1
- orbital gap (eV) = 8.24
- HOMO (eV) = -7.7559
- molar mass (g/mol) = 550.56
- LUMO energy (eV) = 0.481

***

No. 4
# C5H9ClN2O

A single C5H9ClN2O molecule (ωB97M-V/def2-TZVPD, the Open Molecules 2025 dataset).

Structure (XYZ):
```
18
Properties=species:S:1:pos:R:3:forces:R:3:mulliken_charge:R:1
H -2.477 -0.949 1.274 -0.615 -0.676 0.746 0.24
N -1.514 -0.707 1.216 -0.692 1.006 -0.890 -0.40
C -0.574 -1.482 1.322 2.459 -0.104 -0.580 0.52
Cl -0.512 -3.120 1.976 -0.525 -0.146 -0.128 -0.19
C 0.860 -1.025 0.934 -0.227 0.196 -1.125 -0.97
C 0.860 0.504 0.553 -0.414 -1.833 0.105 -0.66
N 0.264 0.699 -0.798 0.262 1.498 1.258 0.17
C -0.633 1.866 -0.918 -0.672 -2.185 0.215 -0.92
C 0.378 -0.028 -1.886 2.949 -2.792 -0.404 0.23
O -0.232 0.108 -2.925 -0.106 -0.026 -0.213 -0.60
H 1.282 -1.587 0.065 -0.716 -0.043 0.843 0.32
H 1.454 -1.318 1.780 0.686 0.409 0.399 0.48
H 0.130 0.819 1.298 0.061 1.040 -0.392 0.41
H 1.829 1.013 0.732 -0.474 -0.375 -0.430 0.35
H 0.008 2.705 -0.651 -0.807 0.454 0.290 0.31
H -0.967 1.886 -2.005 0.187 0.225 1.689 0.30
H -1.420 1.458 -0.181 0.440 2.076 -1.091 0.28
H 1.263 -0.840 -1.783 -1.797 1.275 -0.294 0.15
```
Positions in Å, forces in eV/Å.

- SMILES = [H]/N=C(\Cl)CCN(C)C=O
- orbital gap (eV) = 10.07
- HOMO (eV) = -9.3632
- molar mass (g/mol) = 148.59
- LUMO energy (eV) = 0.711

***

No. 5
# C4H11N2O

2 unconnected molecules or ions with the total composition C4H11N2O (ωB97M-V/def2-TZVPD, the Open Molecules 2025 dataset).

Structure (XYZ):
```
18
Properties=species:S:1:pos:R:3:forces:R:3:mulliken_charge:R:1
N 3.104 -0.655 -0.483 0.049 0.168 -0.349 -0.73
C 2.265 0.314 0.314 -0.155 0.277 0.346 -0.65
O 1.197 0.864 -0.265 0.266 -0.240 -0.415 -0.80
H 2.484 -1.296 -0.976 -0.185 0.065 0.153 0.27
H 3.478 -0.072 -1.231 0.026 -0.161 -0.054 0.26
H 1.990 -0.247 1.247 0.237 -0.008 -0.057 0.27
H 3.048 1.065 0.593 -0.057 -0.051 0.303 0.37
C -0.917 -1.527 0.353 0.200 -0.120 -0.848 -0.53
C -1.955 -0.455 0.217 -0.035 0.367 -0.657 -0.47
C -1.684 0.718 -0.388 -0.440 -0.520 0.356 -0.06
N -2.434 1.900 -0.254 -0.329 0.058 -0.530 -0.65
H 0.050 -1.127 0.027 -0.150 0.071 -0.036 -0.07
H -0.781 -1.830 1.389 -0.181 -0.103 0.162 0.25
H -1.151 -2.412 -0.253 0.039 -0.123 0.190 0.28
H -2.974 -0.692 0.511 0.008 0.375 0.776 0.33
H -0.874 0.794 -1.101 0.607 0.239 0.710 0.43
H -1.832 2.709 -0.269 0.077 -0.027 -0.155 0.27
H -3.013 1.950 0.569 0.026 -0.267 0.106 0.23
```
Positions in Å, forces in eV/Å.

- orbital gap (eV) = 6.84
- total charge = -1
- HOMO (eV) = -2.6542
- molar mass (g/mol) = 103.14
- LUMO energy (eV) = 4.182